(1)
ORCA calculation (the ωB97M-V functional and the def2-TZVPD basis) on a cluster of 2 separate species, C4H12 in total at a distorted geometry.

Each line ends with the Mulliken charge.
Atoms and positions in Å:
C 0.77956 -0.48625 -1.79226  -0.375
C 0.76033 0.96712 -2.24809  -0.828
H 0.36509 -1.13857 -2.56554  0.280
H 1.81796 -0.84219 -1.70849  0.274
H 0.36314 -0.78663 -0.83382  -0.126
H 1.56385 1.19122 -2.94253  0.303
H 0.88247 1.64324 -1.39792  0.255
H -0.20081 1.20726 -2.70174  0.257
C -1.03820 0.51113 1.98209  -0.781
C -0.55363 -0.94169 2.09195  -0.790
H -1.50390 0.76624 2.92971  0.303
H -0.23612 1.20007 1.71003  0.252
H -1.71809 0.66029 1.13875  0.247
H -1.19803 -1.55611 2.71722  0.320
H 0.45574 -0.95824 2.50006  0.230
H -0.53938 -1.43690 1.12059  0.179

Summary:
ΔE to the lowest compared entry with this formula, charge and spin   0.247 eV
LUMO   1.12 eV
HOMO-LUMO gap   0.473 hartree
SMILES   CC.CC
Highest occupied orbital energy   -11.73 eV

(2)
ORCA calculation (the ωB97M-V functional and the def2-TZVPD basis) on a cluster of 2 separate species, C5H12NS in total at a distorted geometry.

Each line ends with the Mulliken charge.
Atoms and positions in Å:
C -3.13387 -1.28073 -0.51315  -0.432
C -0.23906 1.84575 0.17801  -1.162
C 0.66330 -1.76895 0.01546  -0.873
C 2.08619 0.06598 0.45875  -1.160
C -0.34008 0.35771 0.11818  1.268
N 0.71851 -0.34992 0.19769  0.183
S -4.38919 -0.34668 -1.09598  0.012
H -3.40307 -2.29004 -0.28720  0.217
H -0.43107 2.32423 -0.84009  0.289
H 0.74531 2.13851 0.49841  0.317
H -1.00513 2.39646 0.75337  0.362
H 1.04242 -1.96412 -1.02078  0.418
H 1.24576 -2.35098 0.75509  0.393
H -0.38940 -2.21587 -0.15125  0.162
H 2.05493 0.37161 1.47529  0.461
H 2.90208 -0.68767 0.03598  0.335
H 2.35092 0.91901 -0.05685  0.461
H -1.28690 -0.19276 -0.25877  -0.392
H -3.58391 0.69435 -1.40094  0.142

Summary:
ΔE to the lowest compared entry with this formula, charge and spin   4.371 eV
LUMO   -3.93 eV
Charge   +1
HOMO-LUMO gap   0.314 hartree
Highest occupied orbital energy   -12.46 eV